Record 1
Computed, not measured: C30H44AsB2N9Si2V as an isolated structure in a non-equilibrium geometry, with the ωB97M-V functional and the def2-TZVPD basis.

Summary:
* net charge: -2
* spin multiplicity: 2
* LUMO energy (alpha / beta): 0.170 / 0.170 Eh
* HOMO level (alpha / beta): -0.81 / -0.25 eV
* frontier orbital gap (alpha / beta): 5.44 / 4.88 eV

Last column: Mulliken charge in e.
Element x y z (Å)
H 2.602 3.486 -1.634  0.22
C 0.942 -3.102 -0.967  0.20
N -2.924 -1.955 0.435  -0.19
H -1.722 1.711 4.044  0.30
C -4.302 1.398 -0.747  -1.58
H 0.794 5.080 3.454  0.29
C 2.054 -3.175 -0.096  1.23
H 0.131 -0.279 5.229  0.41
N -0.516 -0.393 2.018  2.06
H -1.346 5.696 1.285  0.28
C 3.841 -0.185 2.328  -0.72
N -2.362 1.541 -1.793  -0.69
C -1.990 4.952 1.746  -1.36
H -1.364 3.053 -3.087  -0.23
C -3.690 1.521 -1.979  -0.37
H 3.021 1.033 -4.151  0.40
H 1.306 6.199 1.366  0.28
H 4.319 4.682 2.019  0.38
C 3.527 3.966 2.231  -1.14
C 2.443 -2.081 0.812  1.22
H 3.713 2.501 -0.708  0.28
Si 2.207 3.888 0.791  0.33
H -0.594 -2.031 -1.657  -0.11
N 0.206 -1.951 -1.046  0.39
C 1.809 5.771 0.503  -1.35
H 2.700 1.248 1.285  -0.88
H 3.127 -6.282 -1.049  0.35
H 0.574 2.123 -4.683  0.42
H 1.121 5.831 -0.336  0.31
C 2.051 -0.704 0.699  0.20
C -3.235 1.345 0.147  -0.61
C 1.989 0.507 -2.257  -0.62
H 3.992 2.996 2.388  0.21
V 0.254 0.206 0.073  -0.63
H -3.256 1.215 1.211  0.56
H -2.650 4.569 0.971  0.32
H -2.455 -3.188 2.225  -0.24
C 2.146 1.045 -3.531  -1.40
C -2.856 -1.485 -1.651  -0.42
C -1.286 -1.283 3.865  -0.30
C 4.041 -1.533 2.587  -1.16
C 0.914 1.598 -3.812  -0.36
H 3.056 4.254 3.167  0.32
C 2.856 0.183 1.431  1.50
C -3.923 -2.365 -1.493  -1.57
H 4.413 0.562 2.867  0.28
H -0.278 -4.093 -2.413  0.41
H -0.070 -1.550 -0.143  -0.15
C -3.927 -2.636 -0.139  -0.44
C 2.830 -4.337 -0.207  -1.27
H 0.990 0.793 2.889  0.46
H -0.549 4.815 4.558  0.37
H -1.806 1.297 -3.922  -0.19
H -2.604 5.451 2.495  0.35
H 3.753 -4.419 0.347  0.42
H 4.733 -1.867 3.355  0.34
C 3.347 -2.446 1.829  -1.07
H 3.504 -3.496 2.046  0.48
N 0.094 1.388 -2.769  -0.56
N -2.274 -1.258 -0.479  0.74
B -2.643 -2.026 1.950  0.18
C -2.175 2.559 3.541  -1.37
C 2.495 -5.401 -1.025  -0.77
B -1.385 1.856 -2.933  0.39
Si -0.898 3.483 2.405  0.65
C 0.607 -4.177 -1.792  -0.77
H 0.696 3.592 4.381  0.34
H -2.573 3.222 4.309  0.46
N -1.432 -1.226 2.530  -0.72
As 0.226 2.667 0.519  0.79
H -3.628 -1.601 2.505  -0.17
H -4.572 -3.267 0.439  0.41
H 1.059 -6.175 -2.428  0.38
N 0.752 0.732 -1.812  1.33
C 0.195 0.085 3.039  -0.49
H -4.594 -2.735 -2.243  0.46
H 2.702 -0.026 -1.652  0.58
H 4.064 4.207 -0.966  0.46
H -2.483 -1.024 -2.547  0.75
H -1.929 -1.894 4.467  0.41
C 1.358 -5.337 -1.811  -0.58
C 3.269 3.490 -0.775  -1.24
C 0.111 4.331 3.841  -1.38
C -0.248 -0.458 4.241  -1.81
H -5.354 1.336 -0.537  0.44
H 2.676 6.388 0.278  0.45
N -2.084 1.435 -0.504  1.31
H -3.020 2.187 2.973  0.42
H -4.113 1.575 -2.964  0.39

---

Record 2
Computed, not measured: C30H44AsB2N9Si2V as an isolated structure, with the ωB97M-V functional and the def2-TZVPD basis.

Summary:
* net charge: -2
* spin multiplicity: 4
* LUMO energy (alpha / beta): 0.168 / 0.168 Eh
* HOMO level (alpha / beta): -1.25 / -1.25 eV
* frontier orbital gap (alpha / beta): 5.81 / 5.82 eV

Last column: Mulliken charge in e.
Element x y z (Å)
B 0.880 -0.603 3.595  0.16
H -1.990 -2.366 -4.308  0.22
C 2.919 0.926 -3.745  -0.69
C 2.607 3.195 -3.067  -0.85
C -2.712 3.343 -1.292  -0.25
H -2.468 -6.304 0.667  0.34
N 2.155 -0.092 1.358  1.24
H -1.706 5.023 0.608  -0.23
H -2.971 -5.158 -3.343  0.27
N -1.048 1.958 -0.897  0.77
C -3.987 -4.779 -3.213  -1.17
H 2.693 4.260 -3.265  0.39
H 0.785 -3.550 -0.777  0.45
H 2.713 2.364 2.102  0.49
C -2.712 2.433 -2.330  -1.16
H -4.448 -5.325 -2.388  0.27
H -3.382 2.380 -3.170  0.39
H 2.781 -4.805 -1.523  0.40
N 2.038 -0.719 2.545  -0.64
V 0.583 0.894 0.176  0.62
C 0.467 4.705 2.255  -0.28
C 4.058 -1.202 1.776  -1.35
H -3.349 4.189 -1.096  0.40
C 2.052 2.743 -1.878  -0.98
N -0.809 0.165 1.730  0.66
H -0.029 -0.293 -1.627  -0.17
H -2.619 0.639 0.793  0.56
C -2.637 -3.423 2.108  -0.85
H -0.455 -1.648 -0.826  -0.65
H -5.086 -5.370 1.393  0.35
H -5.660 -3.729 1.032  0.26
As -3.030 -2.128 -0.959  0.09
C 3.371 -0.372 0.889  -0.56
H -1.210 -5.264 -0.022  0.25
C -5.041 -4.551 0.667  -1.11
H -2.287 3.465 1.722  -0.18
H -2.525 -5.842 -1.045  0.26
Si -3.265 -3.937 0.408  0.22
N 0.824 2.755 1.312  0.79
H 3.423 2.608 -4.978  0.33
H -3.235 -2.600 2.503  0.19
C 1.709 4.284 2.690  -1.23
H -1.607 -3.065 2.046  0.04
C -2.111 0.448 1.725  -0.54
H -3.194 -1.080 -4.393  0.24
H 5.045 -1.617 1.669  0.39
C 3.162 -1.396 2.809  -0.36
C 1.899 1.380 -1.552  1.16
C 3.712 -3.077 -2.408  -0.82
C -1.534 0.124 3.807  -0.51
H -3.433 -2.567 -5.324  0.33
H 2.382 4.793 3.358  0.37
H -4.552 -5.001 -4.125  0.36
C 2.395 0.481 -2.524  0.91
C -1.643 1.592 -2.033  -0.57
H 4.374 -1.187 -3.159  0.50
C 2.459 -0.989 -2.247  0.29
N 0.331 -1.025 -1.026  0.89
H -5.854 -1.301 -2.958  0.28
H -5.476 -4.903 -0.272  0.24
C 3.026 2.277 -4.024  -0.75
C 1.884 3.052 2.059  -0.55
H 1.234 0.128 4.505  -0.22
N -1.713 3.044 -0.450  -0.45
H 3.233 0.205 -4.494  0.47
C -2.624 0.431 3.020  -1.40
B -1.502 3.852 0.878  0.28
Si -3.963 -2.909 -2.887  0.30
C 1.586 -3.045 -1.305  -0.68
C 3.575 -1.719 -2.656  -0.98
N -0.044 3.773 1.438  -0.25
N -0.461 -0.034 3.022  0.18
H 0.686 -1.731 4.014  -0.20
C -5.769 -2.378 -3.112  -1.14
C 2.702 -3.745 -1.729  -0.50
H -6.399 -2.868 -2.365  0.28
H 3.245 -1.969 3.718  0.42
H -3.636 0.620 3.334  0.39
H -1.449 -0.019 4.872  0.44
C 1.459 -1.680 -1.546  0.30
C -2.279 -5.490 -0.043  -1.05
H 3.671 0.020 -0.067  0.71
H 1.696 3.487 -1.170  0.22
H -1.293 0.746 -2.603  0.56
H -6.157 -2.623 -4.108  0.31
H -0.093 5.599 2.474  0.39
C -3.061 -2.165 -4.375  -1.06
H 4.603 -3.602 -2.730  0.36
H -2.669 -4.252 2.825  0.39

---

Record 3
Computed, not measured: a 10-piece molecular cluster, C30H44N10O16 overall in a non-equilibrium geometry, with the ωB97M-V functional and the def2-TZVPD basis.

Summary:
* net charge: -1
* spin multiplicity: 2
* LUMO energy (alpha / beta): 0.007 / -0.127 Eh
* HOMO level (alpha / beta): -5.69 / -5.69 eV
* frontier orbital gap (alpha / beta): 5.88 / 2.23 eV

Last column: Mulliken charge in e.
Element x y z (Å)
O 2.615 3.654 -7.087  -0.58
C 2.245 -4.603 1.198  -0.38
N 1.981 2.603 -0.574  0.15
C 0.282 -5.921 1.365  1.03
H 0.754 -4.822 5.513  0.32
H -1.209 2.090 1.455  -0.47
H -1.461 -5.152 0.358  0.48
N 0.353 -2.398 -2.882  -0.04
C -1.515 -1.252 3.931  0.28
N -2.988 1.392 -1.397  0.02
H -0.003 -1.602 2.490  0.09
H -1.961 -2.831 6.789  0.35
N -3.601 0.978 0.692  0.09
C -3.142 -2.775 0.111  0.31
C -0.409 -5.032 0.568  -1.36
O -5.124 1.597 -0.803  -0.81
H 0.053 -1.576 -2.378  0.04
H 0.104 3.123 -7.613  0.39
C 0.220 6.128 1.352  -0.95
C -0.374 4.992 -0.719  -1.08
H 2.742 -0.660 -3.404  0.20
C -0.492 -2.023 3.357  1.15
O -0.402 -7.009 1.858  -0.59
H 1.565 3.517 -0.685  -0.18
N 2.287 -0.238 2.305  0.14
C 0.170 6.076 -0.027  1.24
O -1.041 1.269 -3.704  -0.67
H 0.508 7.226 -1.655  0.36
C 1.504 -2.257 -3.418  0.46
H -1.504 -0.081 2.460  0.12
C -1.613 -2.804 5.767  -0.78
H 1.466 1.810 -3.034  -0.18
H 4.276 0.651 -0.802  0.25
O -0.138 -4.679 5.839  -0.62
H -1.451 1.831 -6.005  0.41
H -3.420 -2.302 -1.704  0.24
C -0.500 2.255 -5.718  -0.67
H 1.680 -1.800 -0.064  -0.51
H 3.008 4.409 -6.644  0.32
H 3.135 3.080 -4.624  0.41
H 0.605 -3.735 3.391  0.06
C -1.053 3.984 1.345  0.51
H 1.379 -0.515 -2.380  -0.57
O -3.809 -3.848 0.067  -0.84
H -0.242 -3.214 -2.873  0.22
O 2.258 -2.562 0.020  -0.94
H 0.502 1.146 2.227  -0.52
H -2.606 1.011 0.862  -0.51
C -0.462 5.082 2.021  -0.37
H -2.170 -1.320 -0.937  -0.62
O 0.639 7.176 -0.705  -0.51
C 1.174 2.229 -3.985  0.54
C 1.573 -3.705 0.440  -0.14
H -2.906 -1.174 5.640  0.43
C -2.060 -1.611 5.131  -0.66
O -1.508 2.846 1.966  -0.57
H 3.094 -0.843 2.351  0.21
C -3.957 1.309 -0.481  0.33
C -1.020 3.994 -0.076  0.27
H 1.662 -0.199 1.512  -0.01
C 0.239 -3.857 0.147  0.80
H 0.529 7.033 1.855  0.44
N 0.875 1.123 3.165  -0.01
H -2.021 -1.508 1.079  -0.44
H -3.252 1.799 -2.283  0.20
H 2.271 -6.460 2.182  0.34
N -2.897 -2.020 -0.887  0.10
H 3.303 -4.511 1.393  0.44
H -0.683 0.941 -2.876  0.33
H 0.227 -7.604 2.273  0.28
C 3.188 2.311 -0.935  0.65
O 1.117 -0.286 -0.076  1.55
H -0.786 5.173 3.048  0.47
H 1.408 1.880 -0.161  -0.15
H -4.321 0.821 1.382  0.19
C -0.219 -3.275 3.918  -0.92
H -1.263 3.130 -0.677  0.75
C 1.700 3.070 -6.227  0.62
O 2.489 0.236 4.464  -0.85
N 1.812 -0.976 -3.168  0.01
C 2.134 2.787 -4.904  -0.83
H 2.672 0.620 -0.140  -0.38
O 2.147 -3.013 -4.086  -0.75
C 1.927 0.321 3.362  0.48
C -0.719 -3.623 5.188  0.76
C -0.141 2.020 -4.383  0.24
H -2.754 -2.782 2.071  0.07
C 1.629 -5.762 1.664  -0.88
C 0.462 2.780 -6.653  -0.66
N 3.464 1.152 -0.471  -0.28
O -0.745 0.439 0.765  2.97
H -0.281 5.010 -1.794  0.17
N -2.608 -2.323 1.183  0.31
O -1.957 -0.163 3.302  -0.81
O 3.981 3.029 -1.474  -0.77
H -0.370 -3.116 -0.349  0.45
H -2.105 0.938 -1.211  -0.18
O -0.624 -0.071 -1.283  0.19
C -0.108 -0.029 -0.211  -1.35
H 0.589 1.850 3.805  0.17

---

Record 4
Computed, not measured: C30H45BBiN8OP as an isolated structure, with the ωB97M-V functional and the def2-TZVPD basis.

Summary:
* net charge: +3
* spin multiplicity: 2
* LUMO energy (alpha / beta): -0.339 / -0.458 Eh
* HOMO level (alpha / beta): -16.91 / -16.91 eV
* frontier orbital gap (alpha / beta): 7.69 / 4.45 eV

Last column: Mulliken charge in e.
Element x y z (Å)
H 3.264 -3.117 4.245  0.58
C -2.658 -4.606 2.083  -0.59
H -0.068 -2.146 8.087  0.48
N -0.812 1.283 -2.779  0.49
H -0.258 -4.330 4.011  0.54
H -0.376 -3.006 2.037  -0.78
C 0.418 -1.044 6.325  -1.02
H 1.415 -2.313 0.733  -0.60
C 2.482 -2.244 1.027  0.80
H -1.274 -4.288 -2.734  0.50
C -0.164 -0.425 5.037  0.22
H 1.083 -0.932 -7.837  0.47
H -2.033 0.416 4.294  0.24
N 1.866 0.523 -1.441  -0.41
H -2.564 -2.139 7.728  0.43
H 2.358 -0.230 1.899  0.25
N -0.312 -1.454 -1.417  -0.26
N -0.241 -1.184 -2.751  0.89
H 2.694 1.316 -4.451  0.65
C 2.675 1.131 -3.390  -0.08
C 2.246 -3.116 3.847  -1.32
H -1.881 -0.550 7.969  0.39
Bi 0.192 0.135 0.095  2.02
H 2.050 -0.867 -5.220  0.66
C 0.590 -0.532 -6.961  -0.77
C -2.208 2.978 -2.406  -1.28
C 2.185 -4.116 2.687  -0.06
H 0.662 -0.194 6.968  0.65
H -1.771 -4.935 1.526  0.18
H 2.856 -4.349 0.647  0.50
C -0.510 -1.972 7.106  -0.49
C -1.604 0.083 5.242  -1.17
B 0.185 0.215 -3.295  -0.01
C -0.628 -2.292 -3.414  0.20
C -1.158 -3.721 3.926  -0.23
C -1.914 -1.393 7.272  -1.14
H -1.595 2.336 -4.440  0.56
H -1.534 0.974 5.872  0.62
N 0.221 0.097 -4.856  0.25
N -0.967 1.402 -1.424  -0.64
C -0.938 -3.289 -2.515  -1.65
O -0.062 -0.097 2.364  -1.30
H 3.044 -1.920 0.147  0.25
C 1.110 -0.488 -5.597  0.09
H -0.560 -2.956 6.634  0.23
P 0.126 -1.217 3.433  0.29
H -3.018 -3.096 0.570  0.30
H -1.431 0.238 -7.623  0.52
H -2.717 -1.784 5.310  -0.15
C -2.357 -4.623 3.576  -1.05
H 2.282 -1.001 4.245  0.94
H -3.448 -5.320 1.853  0.54
H 1.370 -1.543 6.131  0.23
C -1.811 2.417 -1.203  -0.12
H -2.157 -1.237 1.691  0.22
C -2.297 -2.087 2.365  -0.66
H -2.147 -5.638 3.907  0.46
C -2.514 -0.919 5.949  0.01
H 3.516 1.053 -0.253  0.53
H -4.152 -3.074 1.890  0.44
H 1.606 -3.447 4.666  0.28
H -1.321 -3.274 4.902  -0.75
H -0.682 -2.319 -4.489  0.46
H -3.247 -4.295 4.119  0.36
N 1.604 0.580 -2.777  0.57
H 4.621 1.832 -2.628  0.47
H 0.457 0.455 4.805  0.50
C -0.724 -2.718 -1.271  -0.66
H -2.083 2.695 -0.195  0.48
H -2.873 -1.697 3.206  0.44
C 2.954 -3.631 1.462  -1.51
H 4.019 -3.560 1.699  0.40
C -1.557 2.241 -3.371  0.15
C -3.095 -3.202 1.655  -0.98
H -2.880 3.804 -2.556  0.45
C 2.661 -1.249 2.172  -1.37
C 3.096 1.007 -1.247  -0.31
C 3.651 1.398 -2.458  -1.27
H -0.855 -3.142 -0.286  0.83
H 1.151 -4.318 2.400  -0.14
H 3.726 -1.190 2.406  0.63
N -0.945 0.438 -5.627  -0.67
H 2.596 -5.067 3.024  0.50
H -3.480 -0.445 6.130  0.46
C -0.938 -2.602 2.890  1.99
C -0.699 0.072 -6.845  -0.19
C 1.913 -1.660 3.454  0.03

---

Q: The highest spin multiplicity belongs to which entry?
A: number 2